ORCA calculation (ωB97M-V/def2-TZVPD) on 4 unconnected molecules or ions with the total composition C9H9N3.

Structure (XYZ):
```
21
Properties=species:S:1:pos:R:3
C -2.255 0.354 -0.955
C -0.539 1.439 -2.875
C 1.136 1.646 -1.363
C 0.243 0.739 -0.702
C 0.713 -0.124 0.515
C 0.486 -1.551 0.577
C 0.807 -2.337 1.582
C 1.276 -1.544 2.650
C 1.082 0.473 1.738
H -3.015 -0.473 -2.230
H -3.023 1.589 -0.660
H -1.599 -0.199 0.325
H -1.290 1.789 -3.620
H 1.850 1.994 -0.454
H -0.357 -2.012 -0.202
H 0.981 -3.419 1.612
H 1.307 -2.242 3.570
H 1.088 1.558 2.038
N -0.729 0.528 -1.768
N 0.612 2.078 -2.564
N 1.228 -0.286 2.786
```

Calculated values
- Kohn-Sham gap: 7.978 eV
- Highest occupied orbital energy: -8.582 eV
- Charge: 0
- F_max: 7.3 eV/Å
- Energy relative to the best compared isomer or geometry (same formula, charge and spin): 271.63 kcal/mol


ORCA calculation (ωB97M-V/def2-TZVPD) on 2 unconnected molecules or ions with the total composition C2H2INO2S.

Structure (XYZ):
```
9
Properties=species:S:1:pos:R:3
C -1.043 -0.557 1.219
C 0.391 0.294 -0.327
N -0.116 1.289 -1.124
O -0.972 2.054 -0.744
O 0.301 1.164 -2.279
S 1.980 -0.023 -0.020
I -0.338 -2.235 2.122
H -1.989 -0.700 0.710
H 1.786 -1.286 0.441
```

Calculated values
- Kohn-Sham gap (alpha / beta): 7.286 / 6.709 eV
- Highest occupied orbital energy (alpha / beta): -9.077 / -8.393 eV
- Charge: 0
- F_max: 4.5 eV/Å
- Energy relative to the best compared isomer or geometry (same formula, charge and spin): 172.31 kcal/mol